(1)
DFT (wB97M-V/def2-TZVPD) results for an isolated molecule of C3H3OP in a non-equilibrium geometry.

The geometry in XYZ format:
```
8
Properties=species:S:1:pos:R:3:forces:R:3:mulliken_charge:R:1
C 2.12904 1.04017 -0.05191 0.8 2.2 -0.3 -0.37
C 0.95879 1.10370 -0.34294 -3.8 -4.3 0.0 -0.18
C -0.07396 -0.10425 -0.29901 -6.1 9.4 0.3 -0.29
P -1.84698 0.17620 0.04000 5.6 -1.0 -0.9 0.14
O -1.94243 -1.34299 0.59486 -1.2 -1.3 0.4 -0.46
H 2.90510 1.71716 0.00909 2.2 0.4 0.5 0.33
H 0.62328 -0.76899 -0.34935 2.8 -5.4 0.0 0.50
H -2.75286 -1.82099 0.39925 -0.2 0.0 0.1 0.32
```
Forces are in eV/Å.

The energy relative to the best compared isomer or geometry (same formula, charge and spin) comes out at 105.94 kcal/mol. As for the lowest unoccupied orbital energy (spin up / spin down): -0.3 / -0.3 eV. Its charge is 0. The HOMO energy (spin up / spin down) comes out at -8.2844 / -8.2850 eV.

(2)
DFT (wB97M-V/def2-TZVPD) results for a cluster of 2 separate species, C3H3P in total in a non-equilibrium geometry.

The geometry in XYZ format:
```
7
Properties=species:S:1:pos:R:3:forces:R:3:mulliken_charge:R:1
C 1.98058 -1.22617 -1.51580 3.4 2.8 -1.6 -0.27
C 1.23512 -1.95439 -0.96651 -2.0 -1.6 1.3 -0.11
C -1.19043 0.26795 0.98679 0.4 1.3 -0.9 -0.36
P -1.78835 -1.24126 0.78498 0.0 -0.2 0.0 -0.06
H 2.83011 -0.58036 -1.86094 -1.6 -1.1 0.4 0.33
H -0.28736 0.51886 1.58039 -0.7 -0.2 -0.3 0.24
H -1.57137 1.11803 0.33060 0.4 -1.0 1.1 0.22
```
Forces are in eV/Å.

The energy relative to the best compared isomer or geometry (same formula, charge and spin) comes out at 108.46 kcal/mol. As for the lowest unoccupied orbital energy (spin up / spin down): -0.9 / -2.8 eV. Its charge is 0. The HOMO energy (spin up / spin down) comes out at -10.0287 / -8.3094 eV.

(3)
DFT (wB97M-V/def2-TZVPD) results for a cluster of 2 separate species, C3H4 in total in a non-equilibrium geometry.

The geometry in XYZ format:
```
7
Properties=species:S:1:pos:R:3:forces:R:3:mulliken_charge:R:1
C 2.29155 -0.11402 0.06447 -0.1 0.5 -0.2 -0.37
C 1.12340 -0.07768 -0.23958 -1.4 -0.1 0.3 -0.19
C -1.73699 -0.03277 -0.00769 2.4 -0.1 -0.6 -0.64
H 3.31697 0.13489 0.18368 0.2 -0.3 0.1 0.31
H -1.35709 -0.85137 -0.75163 -1.2 1.5 1.9 0.31
H -1.86073 -0.07253 1.10386 0.2 -0.8 -1.3 0.30
H -1.77711 1.01349 -0.35310 -0.1 -0.8 -0.2 0.29
```
Forces are in eV/Å.

The energy relative to the best compared isomer or geometry (same formula, charge and spin) comes out at 127.78 kcal/mol. As for the lowest unoccupied orbital energy (spin up / spin down): -0.9 / -2.3 eV. Its charge is 0. The HOMO energy (spin up / spin down) comes out at -10.2998 / -9.6993 eV.

(4)
DFT (wB97M-V/def2-TZVPD) results for a cluster of 17 separate species, C3H44N2O16 in total in a non-equilibrium geometry.

The geometry in XYZ format:
```
65
Properties=species:S:1:pos:R:3:forces:R:3:mulliken_charge:R:1
C 1.15543 1.98812 -0.27468 1.8 -3.5 -2.5 0.02
C 2.37093 1.08623 -0.89411 1.5 1.9 0.3 -0.93
C 3.06727 0.13781 0.09625 -2.3 0.8 -0.8 -0.80
N 2.21004 -1.09578 0.14246 2.7 0.8 6.7 0.34
N 0.57300 2.57408 -1.52128 -3.3 0.5 3.7 -0.12
H 1.50916 2.72268 0.39167 0.4 0.9 0.6 0.59
H 0.52816 1.28533 0.27647 -0.8 0.7 -0.5 -0.32
H 3.08066 1.89972 -1.10748 0.4 -0.3 0.1 0.52
H 2.36160 0.57360 -1.90018 -1.3 0.5 1.1 0.33
H 4.03542 -0.14441 -0.25068 0.7 -0.1 0.0 0.46
H 3.06349 0.63348 1.07210 0.3 -0.6 0.0 0.40
H 2.67714 -1.76620 0.91566 -1.4 1.6 -1.8 0.24
H 1.29578 -0.89178 0.56996 0.0 -0.2 -0.3 -0.09
H 2.27208 -1.62826 -0.63660 -0.3 -1.8 -3.5 0.46
H -0.48514 2.83527 -1.29914 1.5 -0.5 -0.2 0.36
H 0.56262 1.89673 -2.20968 -0.3 -1.7 -2.0 0.32
H 1.00204 3.37768 -1.87298 1.2 1.6 -0.4 0.37
H -1.86058 -0.09308 1.43019 -0.6 0.3 -0.8 0.15
H -1.99468 0.43536 2.75023 0.4 1.1 -1.1 0.31
O -1.65845 0.75777 1.85767 -0.4 -1.9 2.3 -0.62
H -2.16015 1.83658 -0.73560 -0.5 -0.2 -0.3 0.23
H -2.23880 2.76707 0.40330 -2.8 1.5 3.1 0.30
O -1.65161 2.44045 -0.19982 3.0 -1.1 -3.5 -0.59
H -2.57076 2.41813 2.38110 -2.3 0.1 -2.3 0.30
H -3.55827 3.47917 2.19276 -1.1 1.5 0.2 0.31
O -3.38861 2.65628 1.76684 2.9 -0.8 2.2 -0.66
H -3.01783 0.63639 -4.98665 -2.0 1.7 -3.5 0.30
H -3.03402 0.06429 -3.75118 -1.9 -1.3 3.0 0.35
O -2.42469 0.32846 -4.38123 3.6 -1.3 0.1 -0.59
H -2.65587 -3.68395 -1.16887 -0.4 -0.3 1.2 0.31
H -3.43083 -4.66516 -0.31135 -0.6 -0.9 0.2 0.28
O -2.97038 -3.84299 -0.24165 1.1 1.1 -1.6 -0.64
H 2.76658 -2.88672 3.54167 0.9 0.3 -0.9 0.27
H 4.21128 -2.42498 2.97806 -1.5 -0.5 0.0 0.32
O 3.29487 -2.72009 2.71995 0.6 0.4 1.2 -0.66
H -0.55417 -1.14674 -2.77576 0.1 1.6 2.1 0.34
H -1.27846 0.11133 -2.31140 0.1 -0.2 0.4 0.06
O -0.62594 -0.51807 -1.96036 -0.2 -1.5 -2.4 -0.42
H -0.27800 -0.19140 2.25375 -2.6 2.6 -0.1 0.53
H 0.07339 -1.63251 2.07531 -0.8 -2.2 -0.3 0.25
O 0.40268 -0.79132 2.27822 4.2 -0.5 0.5 -0.57
H -1.64645 1.47938 -3.57757 -0.8 -0.3 -1.9 0.36
H -1.56248 3.08456 -3.87005 -0.6 0.9 -1.8 0.24
O -1.46467 2.36532 -3.29752 1.6 0.4 3.6 -0.55
H -3.11225 -2.18246 0.53143 0.3 -0.3 -0.1 0.34
H -4.06168 -1.89266 1.59677 -0.1 0.5 0.3 0.28
O -3.33954 -1.45546 1.12664 -0.1 -0.2 -0.2 -0.58
H 3.10967 -0.95556 -3.66359 0.6 0.4 -0.7 0.29
H 2.98850 -2.30599 -2.99593 0.7 -1.3 -0.2 0.28
O 2.60616 -1.45016 -3.03491 -1.2 0.7 0.9 -0.56
H 1.28437 2.15435 5.38901 1.2 -0.8 -0.8 0.33
H 1.31618 0.89813 4.54615 -0.1 -0.6 -0.2 0.30
O 1.88044 1.63473 4.77379 -1.2 1.4 1.0 -0.64
H 0.72728 3.28275 3.19159 -0.6 0.4 -0.7 0.27
H -0.10058 4.36803 2.32449 0.6 -1.6 0.5 0.29
O 0.11015 3.39581 2.43083 0.0 1.2 0.3 -0.53
H 0.07068 -2.75426 -0.06408 0.1 -0.6 0.1 0.27
H 0.97503 -3.95079 0.64587 -1.7 3.3 0.1 0.33
O 0.52327 -2.99436 0.75914 1.2 -3.2 -0.4 -0.66
H -3.56659 -0.54746 -1.48782 -1.6 1.4 -0.8 0.31
H -4.73798 0.44294 -2.21375 -0.4 -0.6 0.8 0.28
O -3.81790 0.19885 -2.10903 1.9 -0.9 0.5 -0.66
H 3.48237 -3.68215 1.27944 -0.2 0.1 0.9 0.36
H 4.20545 -4.27940 0.09111 -1.1 0.8 0.0 0.30
O 3.45418 -3.67270 0.32508 1.3 -1.2 -1.4 -0.65
```
Forces are in eV/Å.

The energy relative to the best compared isomer or geometry (same formula, charge and spin) comes out at 51.75 kcal/mol. As for the lowest unoccupied orbital energy: -4.9 eV. Its charge is +2. The HOMO energy comes out at -16.0609 eV.

(5)
DFT (wB97M-V/def2-TZVPD) results for a structure of composition C3H4AgLi2O2 in a non-equilibrium geometry.

The geometry in XYZ format:
```
12
Properties=species:S:1:pos:R:3:forces:R:3:mulliken_charge:R:1
O 0.80379 -0.67295 0.54405 -0.2 -0.2 -0.7 -0.21
C 1.67371 0.04113 -0.18412 -1.1 -0.3 -0.2 -0.08
C -0.53184 -1.02516 -0.08405 -0.6 -0.9 0.2 -0.48
O 2.70088 0.30847 0.49342 1.2 0.1 -0.3 -0.74
C -1.35525 0.22694 -0.24352 1.2 0.5 0.4 -0.88
Li 4.18278 0.13603 -0.50390 -0.8 0.1 0.4 0.88
H -1.00660 -1.57494 0.74447 0.5 0.1 0.0 0.16
H -0.37323 -1.87452 -0.75420 0.2 0.7 -1.0 0.24
H -1.25559 0.30730 0.83356 -1.0 2.1 0.4 0.04
H -2.06517 0.89333 -0.76309 0.0 -1.6 -0.2 0.51
Li -0.17097 1.14510 -1.78741 0.5 -0.5 1.1 0.71
Ag -2.60252 2.08928 1.70480 0.1 -0.1 -0.1 -0.15
```
Forces are in eV/Å.

The multiplicity is 2. The energy relative to the best compared isomer or geometry (same formula, charge and spin) comes out at 0.00 kcal/mol. As for the lowest unoccupied orbital energy (spin up / spin down): -1.2 / -1.2 eV. Its charge is 0. The HOMO energy (spin up / spin down) comes out at -5.5370 / -5.7939 eV. Its expectation value of S² is 0.751.

(6)
DFT (wB97M-V/def2-TZVPD) results for a structure of composition C3H4AgO2 in a non-equilibrium geometry.

The geometry in XYZ format:
```
10
Properties=species:S:1:pos:R:3:forces:R:3:mulliken_charge:R:1
C 0.41068 -2.15572 0.07562 -4.0 4.1 3.0 -0.10
O 0.51714 0.95850 -1.04072 1.2 0.5 -1.3 -0.42
C -0.07314 1.07215 0.25428 -1.9 -0.2 0.4 -0.32
C -0.64584 -0.13804 0.67962 0.9 4.4 0.8 -0.23
O 0.46160 -0.96742 0.99586 -0.4 -4.9 -0.7 -0.31
Ag 2.05103 -0.62629 -0.43720 1.3 0.1 -1.0 0.29
H 0.57771 1.81278 -1.47581 0.2 0.3 0.0 0.27
H -0.60643 2.01048 0.41482 -0.2 -0.2 -0.5 0.28
H -1.68787 -0.21552 0.32870 0.2 -1.4 1.3 0.32
H -1.00489 -1.75093 0.20483 2.7 -2.8 -2.0 0.22
```
Forces are in eV/Å.

The multiplicity is 2. The energy relative to the best compared isomer or geometry (same formula, charge and spin) comes out at 202.84 kcal/mol. As for the lowest unoccupied orbital energy (spin up / spin down): -1.0 / -1.1 eV. Its charge is 0. The HOMO energy (spin up / spin down) comes out at -5.7231 / -6.6871 eV. Its expectation value of S² is 0.782.

(7)
DFT (wB97M-V/def2-TZVPD) results for a cluster of 2 separate species, C3H4BNO2 in total in a non-equilibrium geometry.

The geometry in XYZ format:
```
11
Properties=species:S:1:pos:R:3:forces:R:3:mulliken_charge:R:1
B 1.47879 -0.47232 0.52233 -1.3 -0.2 4.2 -0.40
C 2.80453 -0.00501 0.12123 2.6 0.1 -1.3 0.60
C 0.09781 0.01699 0.18605 -1.0 2.3 0.7 0.89
C -2.11299 0.38966 -0.57455 -1.4 2.3 0.4 -0.73
N 3.90094 0.17959 -0.20280 -0.8 0.1 0.3 -0.48
O 0.30762 -1.05341 -0.39053 0.3 -2.2 -1.0 -0.40
O -0.95548 0.77246 0.12641 1.7 -0.2 1.0 -0.34
H 1.83205 -0.96383 2.49966 -0.8 0.4 -3.1 -0.10
H -1.94075 -0.16973 -1.41069 0.8 -1.9 -1.9 0.37
H -2.55189 1.32073 -0.94003 0.2 0.1 0.1 0.27
H -2.86062 -0.01514 0.06293 -0.2 -0.8 0.8 0.31
```
Forces are in eV/Å.

The energy relative to the best compared isomer or geometry (same formula, charge and spin) comes out at 131.98 kcal/mol. As for the lowest unoccupied orbital energy (spin up / spin down): -0.2 / -0.2 eV. Its charge is 0. The HOMO energy (spin up / spin down) comes out at -9.1854 / -9.1865 eV.

(8)
DFT (wB97M-V/def2-TZVPD) results for an isolated molecule of C3H4Br2F2 in a non-equilibrium geometry.

The geometry in XYZ format:
```
11
Properties=species:S:1:pos:R:3:forces:R:3:mulliken_charge:R:1
C -0.30582 -0.02332 -0.26646 2.8 -0.7 -0.4 -1.31
C -0.01073 -0.14748 1.18213 5.2 -2.6 0.8 0.33
F -0.83884 0.38019 2.04595 -2.4 0.9 0.8 -0.29
C 0.23077 -1.73956 1.62387 0.3 1.5 0.8 0.20
F -0.82315 -2.51018 1.37755 -0.2 0.0 -0.6 -0.16
Br 1.84054 -2.53194 0.70527 -1.1 0.7 0.7 -0.10
Br 0.36683 -1.77802 3.65628 0.4 0.0 -1.3 -0.12
H -0.79357 -0.78521 -0.79256 -0.9 -1.6 -0.2 0.35
H -0.83193 0.81735 -0.43098 -2.0 3.1 -0.4 0.45
H 0.63812 0.15787 -0.82605 -0.4 -0.3 0.5 0.36
H 1.03400 0.32782 1.45574 -1.8 -0.9 -0.8 0.30
```
Forces are in eV/Å.

As for the lowest unoccupied orbital energy: 0.0 eV. Its charge is 0. The HOMO energy comes out at -10.4773 eV.

no.,calculated total energy (eV)
1,-14490.4277
2,-12440.2871
3,-3168.3092
4,-39550.7559
5,-11674.1091
6,-11257.5167
7,-9432.8630
8,-148694.6894